Entry from OMol25: a gas-phase ion, C6H11NO (charge -1) at a distorted geometry (ωB97M-V/def2-TZVPD).

The value obtained for the highest occupied orbital energy (spin up / spin down) is 0.1 / -3.1 eV. Its LUMO energy (spin up / spin down) is 3.7 / 3.7 eV. The multiplicity is 2. The value obtained for the energy above the lowest of the compared OMol25 structures with the same formula, charge and spin is 94.64 kJ/mol. As for the charge: -1. The gap between HOMO and LUMO (spin up / spin down) comes out at 3.585 / 6.860 eV.

Geometry as XYZ:
```
19
Properties=species:S:1:pos:R:3:forces:R:3
O -3.192 0.729 -0.390 -0.098 0.019 0.114
C -2.183 -0.047 -0.169 0.314 -0.017 -0.232
C -1.391 0.048 1.103 -0.254 0.122 0.206
C 0.136 -0.126 1.015 0.017 0.206 -0.380
C 0.706 0.392 -0.278 0.630 -0.661 -0.452
C 1.923 0.096 -0.737 0.575 0.904 0.470
C 2.447 0.581 -2.061 0.051 -0.683 -0.184
N -1.891 -0.890 2.169 0.930 0.946 0.448
H -2.076 -0.996 -0.729 0.079 -0.093 -0.044
H -1.539 1.066 1.477 -0.279 0.031 0.009
H 0.425 -1.176 1.121 -0.099 -0.077 -0.053
H 0.626 0.396 1.843 -0.133 -0.067 0.151
H 0.078 0.930 -0.979 -0.480 0.058 0.297
H 2.691 -0.344 -0.100 -0.331 -0.417 0.102
H 1.727 0.339 -2.815 -0.792 0.275 -0.595
H 2.690 1.640 -2.129 0.087 0.078 0.131
H 3.291 -0.019 -2.398 0.455 0.173 0.263
H -2.896 -0.814 2.165 -0.160 -0.431 -0.170
H -1.573 -1.806 1.892 -0.512 -0.367 -0.081
```
Forces are in eV/Å.

Atomic partial charges in e from the natural (NBO) method, atoms 1 to 2:
1 O -0.7876
2 C -0.0070


Entry from OMol25: a molecular structure, C37H31CrN5S at a distorted geometry (ωB97M-V/def2-TZVPD).

The value obtained for the highest occupied orbital energy (spin up / spin down) is -6.6 / -7.0 eV. Its LUMO energy (spin up / spin down) is -0.1 / -1.4 eV. The multiplicity is 5. As for the charge: 0. The gap between HOMO and LUMO (spin up / spin down) comes out at 6.469 / 5.589 eV.

Geometry as XYZ:
```
75
Properties=species:S:1:pos:R:3:forces:R:3
Cr -2.109 0.627 0.059 -0.157 0.022 -0.650
C -2.395 5.027 0.823 0.130 0.329 0.068
C -2.840 3.711 0.678 0.037 -0.430 0.016
N -2.069 2.659 0.882 -0.068 0.424 0.325
C -0.811 2.886 1.355 0.201 0.200 0.125
C -0.261 4.180 1.500 -0.185 -0.227 -0.095
C -1.099 5.270 1.193 -0.183 -0.124 -0.039
C 1.072 4.309 1.946 0.271 -0.086 0.091
C 1.792 3.184 2.254 -0.007 0.382 -0.014
C 1.235 1.901 2.171 -0.326 -0.263 -0.146
C -0.071 1.729 1.739 0.338 0.202 0.220
N -0.779 0.570 1.579 0.472 -0.319 0.438
C -0.496 -0.602 2.201 -0.104 0.256 -0.028
C 0.309 -0.874 3.309 0.128 -0.057 0.146
C 0.466 -2.187 3.747 -0.003 0.196 0.020
C -0.118 -3.270 3.086 -0.185 -0.141 -0.217
C -0.974 -3.047 2.023 0.181 0.070 0.225
C -1.586 -4.061 1.193 -0.146 -0.169 -0.136
C -2.503 -3.724 0.276 0.065 -0.008 0.107
C -2.988 -2.323 0.144 -0.148 0.102 -0.584
N -2.166 -1.343 0.780 0.285 -0.166 0.544
C -1.248 -1.698 1.649 -0.195 0.018 -0.063
H -3.077 5.837 0.607 -0.006 -0.010 0.018
H -3.851 3.514 0.360 -0.015 0.003 -0.098
H -0.716 6.279 1.270 -0.008 0.010 0.008
H 1.509 5.294 2.040 -0.012 -0.005 -0.004
H 2.818 3.287 2.586 0.001 -0.019 -0.015
H 1.844 1.041 2.410 -0.003 0.011 -0.001
H 0.801 -0.075 3.845 -0.007 -0.011 -0.023
H 1.094 -2.374 4.609 0.010 0.005 -0.008
H 0.099 -4.285 3.397 0.012 0.013 0.011
H -1.275 -5.091 1.325 -0.025 0.005 -0.018
H -2.975 -4.475 -0.346 0.035 -0.026 0.010
H -4.008 -2.280 0.568 0.029 -0.030 0.130
C 5.008 -1.827 0.797 -0.058 -0.038 -0.024
C 3.727 -2.395 0.167 0.075 -0.040 0.045
C 4.074 -3.641 -0.662 -0.010 0.046 0.035
C 2.784 -2.815 1.290 0.047 0.049 -0.026
C 3.100 -1.337 -0.737 -0.078 -0.001 0.020
C 3.847 -0.850 -1.823 0.036 0.041 -0.079
C 3.355 0.108 -2.684 0.045 -0.031 -0.016
C 2.076 0.596 -2.459 -0.203 0.013 0.086
S 1.180 1.772 -3.363 -0.096 -0.016 0.176
C -0.159 1.574 -2.243 0.507 -0.128 -0.188
N 0.051 0.712 -1.298 -0.462 -0.041 0.150
C 1.300 0.131 -1.388 0.409 0.132 -0.188
C 1.824 -0.837 -0.528 -0.106 0.018 0.028
C -1.432 2.244 -2.433 -0.339 0.070 0.104
C -1.637 3.137 -3.494 0.054 -0.084 0.042
C -2.893 3.647 -3.734 0.043 0.069 -0.111
C -3.957 3.234 -2.933 -0.032 -0.059 0.098
C -3.741 2.361 -1.883 -0.038 0.040 0.027
C -2.469 1.870 -1.572 0.137 0.335 -0.182
H 5.443 -2.557 1.484 0.006 0.009 -0.004
H 4.788 -0.914 1.355 0.011 -0.007 0.017
H 5.757 -1.588 0.042 0.007 0.015 -0.002
H 4.524 -4.402 -0.019 0.003 0.001 -0.010
H 4.783 -3.410 -1.457 -0.004 -0.023 -0.016
H 3.176 -4.062 -1.116 0.012 -0.002 -0.012
H 3.267 -3.570 1.913 -0.005 -0.014 -0.009
H 1.860 -3.242 0.898 -0.025 -0.002 0.030
H 2.527 -1.970 1.932 -0.020 -0.030 -0.020
H 4.842 -1.237 -2.002 0.004 -0.004 0.021
H 3.948 0.461 -3.518 0.014 -0.005 0.022
H 1.200 -1.175 0.289 0.054 -0.035 -0.004
H -0.803 3.418 -4.129 -0.037 0.015 -0.044
H -3.060 4.334 -4.554 0.019 -0.001 0.011
H -4.958 3.592 -3.141 0.005 0.003 0.001
H -4.592 2.027 -1.295 -0.012 0.005 -0.035
C -3.680 -2.555 -2.385 -0.057 0.084 -0.014
C -3.232 -1.661 -1.265 0.130 -0.206 0.791
N -3.093 -0.423 -1.312 -0.418 -0.268 -1.071
H -4.591 -3.100 -2.118 0.020 -0.033 0.001
H -2.902 -3.290 -2.609 -0.029 -0.025 -0.007
H -3.867 -1.951 -3.270 -0.019 -0.010 -0.006
```
Forces are in eV/Å.

Atomic partial charges in e from the Mulliken method, atoms 1 to 2:
1 Cr -0.1349
2 C -0.9148


Entry from OMol25: a molecular structure, C49H57GaN6O2P2S at a distorted geometry (ωB97M-V/def2-TZVPD).

The value obtained for the highest occupied orbital energy is -12.5 eV. Its LUMO energy is -7.4 eV. The value obtained for the energy above the lowest of the compared OMol25 structures with the same formula, charge and spin is 400.28 kJ/mol. As for the charge: +2. The gap between HOMO and LUMO comes out at 5.102 eV.

Geometry as XYZ:
```
118
Properties=species:S:1:pos:R:3:forces:R:3
Ga 2.227 0.200 -0.619 0.936 0.550 0.265
S 4.325 0.101 3.368 -0.014 0.002 -0.096
C 2.666 0.160 3.872 0.030 -0.026 -0.155
C 2.153 0.105 5.164 0.027 -0.012 0.009
C 0.790 0.256 5.326 0.039 0.021 0.063
C -0.038 0.482 4.222 -0.043 0.009 0.052
C 0.476 0.511 2.943 -0.067 -0.065 -0.202
C 1.841 0.318 2.751 0.116 -0.061 0.171
N 2.534 0.330 1.542 -0.034 -0.158 -0.228
C 3.831 0.274 1.723 -0.075 0.049 0.363
C 4.765 0.427 0.612 0.249 0.071 -0.305
C 6.144 0.516 0.809 -0.064 -0.015 0.185
C 6.980 0.674 -0.283 0.033 0.019 0.015
C 6.438 0.775 -1.559 0.004 0.035 -0.084
C 5.062 0.696 -1.749 -0.006 -0.128 0.030
C 4.208 0.497 -0.672 -0.440 -0.104 0.048
H 2.809 -0.040 6.013 -0.051 0.022 -0.017
H 0.364 0.221 6.321 0.010 0.020 -0.040
H -1.097 0.655 4.371 0.025 -0.060 0.000
H -0.161 0.696 2.095 -0.122 0.024 -0.174
H 6.561 0.464 1.811 0.024 0.008 -0.086
H 8.051 0.731 -0.139 -0.036 0.011 -0.010
H 7.096 0.913 -2.410 -0.039 -0.003 0.039
H 4.652 0.773 -2.750 0.062 -0.020 -0.023
O 1.244 -0.173 -2.162 -0.319 -0.825 -0.317
O 0.029 0.488 -2.517 -0.137 0.498 0.444
C 4.008 4.133 -0.479 -0.068 0.040 0.074
N 2.603 4.502 -0.603 0.075 0.071 -0.061
C 2.212 5.768 0.024 -0.018 -0.061 -0.121
C 1.668 3.517 -0.813 0.058 0.060 0.014
N 1.870 2.303 -0.328 -0.279 -0.309 -0.259
N 0.570 3.880 -1.503 -0.044 -0.056 0.031
C 0.514 5.098 -2.306 -0.053 -0.048 0.010
C -0.651 3.093 -1.511 0.087 0.221 0.042
H 4.618 4.968 -0.823 -0.010 0.006 0.026
H 4.224 3.275 -1.111 0.000 -0.010 0.005
H 4.304 3.900 0.553 -0.037 0.000 -0.018
H 3.031 6.106 0.656 -0.001 -0.032 0.024
H 1.337 5.629 0.661 -0.036 0.007 -0.038
H 2.001 6.556 -0.700 0.039 -0.006 0.014
H 2.645 2.371 0.319 -0.016 0.111 0.162
H 1.504 5.371 -2.659 0.039 0.004 0.052
H 0.078 5.929 -1.748 0.011 -0.002 -0.026
H -0.119 4.911 -3.173 0.025 -0.060 0.015
H -0.538 2.262 -0.828 -0.059 -0.067 0.093
H -0.845 2.710 -2.514 0.036 -0.012 -0.002
H -1.489 3.722 -1.206 0.031 -0.014 0.022
C -3.079 0.452 -0.626 0.346 -0.149 0.040
P -1.565 -0.574 -0.203 -0.511 -0.040 0.213
C -2.263 -1.909 0.828 0.023 -0.077 -0.172
C -1.448 -2.456 1.817 0.027 0.036 -0.087
C -1.876 -3.550 2.559 0.023 -0.065 -0.016
C -3.123 -4.105 2.315 0.049 0.011 0.045
C -3.962 -3.538 1.362 -0.062 0.030 -0.064
C -3.540 -2.442 0.626 0.041 -0.055 -0.052
C -1.388 -1.389 -1.812 0.553 0.370 -0.045
C -1.595 -2.720 -2.081 -0.178 -0.232 0.021
C -1.306 -3.241 -3.343 0.090 0.312 -0.008
C -0.684 -2.481 -4.366 -0.061 -0.290 -0.266
C -0.430 -1.176 -4.159 0.051 0.001 0.165
C -0.880 -0.498 -2.917 0.356 -0.036 -0.009
P -4.021 0.910 0.937 0.113 0.204 0.134
C -3.890 2.748 0.872 -0.121 -0.135 -0.047
C -4.977 3.580 0.597 0.216 0.103 -0.013
C -4.819 4.961 0.600 -0.071 -0.001 0.006
C -3.584 5.527 0.880 -0.006 -0.001 -0.021
C -2.507 4.706 1.183 0.077 -0.034 0.052
C -2.661 3.327 1.194 -0.134 0.061 0.028
C -5.728 0.606 0.367 0.067 0.122 0.010
C -6.650 0.192 1.325 -0.013 -0.028 0.007
C -7.991 0.041 0.992 -0.027 -0.038 0.014
C -8.418 0.300 -0.301 0.028 0.023 0.020
C -7.503 0.714 -1.264 0.047 -0.014 -0.082
C -6.165 0.863 -0.934 -0.112 -0.006 0.042
H -3.720 -0.167 -1.251 -0.083 0.108 -0.064
H -2.764 1.334 -1.181 -0.015 0.031 -0.025
H -0.475 -2.021 2.012 0.058 0.000 0.000
H -1.227 -3.971 3.318 -0.058 0.023 -0.026
H -3.447 -4.979 2.869 -0.006 0.081 0.010
H -4.946 -3.956 1.186 0.048 0.033 0.027
H -4.209 -2.012 -0.113 0.024 -0.048 0.038
H -1.994 -3.374 -1.316 -0.001 0.012 -0.005
H -1.531 -4.283 -3.542 -0.004 0.031 0.020
H -0.393 -2.966 -5.289 -0.052 -0.009 0.031
H 0.094 -0.569 -4.888 -0.075 0.034 0.054
H -1.760 0.109 -3.215 -0.164 -0.178 -0.119
H -5.949 3.160 0.385 -0.044 -0.036 -0.023
H -5.669 5.599 0.391 0.039 -0.052 -0.004
H -3.466 6.603 0.878 -0.014 -0.037 0.018
H -1.547 5.143 1.433 -0.024 -0.022 0.006
H -1.818 2.703 1.471 0.036 -0.069 -0.004
H -6.319 -0.002 2.340 -0.015 -0.001 -0.046
H -8.702 -0.279 1.745 0.038 0.022 -0.034
H -9.464 0.192 -0.561 0.038 -0.007 0.013
H -7.836 0.935 -2.271 0.000 -0.031 0.045
H -5.470 1.217 -1.689 -0.030 -0.001 0.032
C 0.954 -5.126 -1.952 -0.056 0.038 0.086
C 1.249 -4.696 -0.517 0.176 -0.059 -0.218
N 2.646 -4.309 -0.344 0.016 -0.080 -0.103
C 3.558 -5.448 -0.140 -0.051 0.050 0.325
C 3.672 -5.840 1.330 -0.018 -0.024 -0.105
C 3.073 -3.031 -0.356 -0.090 0.149 0.095
C 4.555 -2.824 -0.241 -0.092 -0.018 -0.038
N 2.279 -1.992 -0.471 -0.200 0.193 -0.031
H -0.075 -5.489 -2.027 0.091 0.003 -0.008
H 1.613 -5.937 -2.262 -0.028 0.019 -0.018
H 1.095 -4.290 -2.643 0.034 -0.042 0.027
H 1.047 -5.521 0.166 -0.016 -0.009 0.055
H 0.594 -3.884 -0.222 -0.146 0.104 0.171
H 4.538 -5.225 -0.547 -0.004 0.006 -0.091
H 3.163 -6.288 -0.708 -0.006 0.008 -0.097
H 4.090 -5.028 1.926 -0.026 -0.021 0.004
H 4.325 -6.709 1.429 -0.028 0.040 0.020
H 2.696 -6.107 1.739 0.049 0.027 0.029
H 5.063 -3.299 -1.082 -0.012 -0.017 0.040
H 4.947 -3.248 0.684 -0.010 -0.006 -0.046
H 4.778 -1.771 -0.277 0.047 0.122 0.027
H 1.314 -2.253 -0.630 -0.029 -0.139 0.011
```
Forces are in eV/Å.

Atomic partial charges in e from the Mulliken method, atoms 1 to 2:
1 Ga 1.5577
2 S -0.4135